C3H4N2O | ωB97M-V/def2-TZVPD

Structure (XYZ):
```
10
Properties=species:S:1:pos:R:3:mulliken_charge:R:1
O -0.06 -1.06 0.16 -0.341
H 2.36 -0.90 -0.33 0.232
N 1.91 -0.01 -0.42 -0.411
H 2.47 0.83 -0.34 0.258
C 0.60 0.09 -0.05 0.577
C -1.38 -0.67 0.28 -0.148
N -0.12 1.17 0.00 -0.595
H -2.12 -1.45 0.40 0.374
C -1.41 0.67 0.17 -0.306
H -2.26 1.33 0.13 0.360
```

Properties
HOMO level: -8.3 eV
SMILES: Nc1ncco1
Orbital gap: 9.250 eV

C3H4N2O | ωB97M-V/def2-TZVPD

Structure (XYZ):
```
10
Properties=species:S:1:pos:R:3:mulliken_charge:R:1
H 0.57 -1.19 0.73 0.204
N 0.26 1.39 0.54 0.184
C 0.66 -0.03 -0.99 -0.209
H 0.42 2.30 0.96 0.212
C -0.53 0.46 1.02 -0.564
H -1.89 -1.50 0.31 0.348
O -1.17 -1.56 -0.34 -0.493
H 1.03 -0.50 -1.89 0.431
N 0.99 1.16 -0.67 -0.570
C -0.18 -0.67 0.08 0.457
```

Properties
HOMO level: -9.3 eV
Orbital gap: 9.739 eV

C3H4N2O | ωB97M-V/def2-TZVPD

Structure (XYZ):
```
10
Properties=species:S:1:pos:R:3:mulliken_charge:R:1
C -1.95 0.67 -0.53 -0.837
H 2.63 -0.83 1.20 0.266
O 1.37 1.09 -0.94 -0.370
C -1.45 -0.28 0.23 0.552
H -2.02 1.69 -0.17 0.250
N 2.08 -0.77 0.36 -0.557
H -0.05 -1.35 0.93 0.383
C 1.76 0.23 -0.26 0.653
H -2.25 0.45 -1.55 0.242
N -1.06 -1.18 0.97 -0.583
```

Properties
HOMO level: -9.0 eV
SMILES: C=C=N.N=C=O
Orbital gap: 9.534 eV

C3H4N2O | ωB97M-V/def2-TZVPD

Structure (XYZ):
```
10
Properties=species:S:1:pos:R:3:mulliken_charge:R:1
N -0.18 1.33 -1.95 -0.045
C 0.35 -0.41 -0.48 0.129
C -0.28 -0.48 0.67 0.137
C 0.37 0.02 -1.72 -0.510
O -0.57 1.92 -0.96 -0.329
H -0.75 -1.41 0.23 0.211
H 0.75 -0.49 -2.59 0.389
H -0.76 -0.06 2.63 0.232
H 0.89 0.10 2.24 0.220
N 0.00 -0.28 1.99 -0.433
```

Properties
HOMO level (alpha / beta): -8.6 / -8.6 eV
SMILES: NC=C=CN=O
Orbital gap (alpha / beta): 8.419 / 8.420 eV

Quick rundown of ΔE to the lowest compared entry with this formula, charge and spin, same order as above: 64.8 341.9 175.0 563.2 kJ/mol